1.
61
Properties=species:S:1:pos:R:3:mulliken_charge:R:1 method="wB97M-V/def2-TZVPD" e_homo_ev=-11.779 total_charge=+1 smiles="CCc1[nH+]cc(P(=O)(O)O)c(CCN(CC)C(C)=O)c1CCCCNC(C)=O" total_energy_ha=-1625.178092
C 3.857 -1.876 2.090 -0.843
C 2.637 -2.717 1.395 -0.476
C 1.193 -2.098 1.726 0.063
N 0.464 -2.767 2.807 -0.013
C -0.829 -2.357 3.285 -0.469
C -1.531 -1.130 2.608 0.417
P -3.227 -0.677 3.340 0.959
O -4.338 -1.226 2.433 -0.616
O -3.378 1.028 3.565 -0.494
O -3.333 -1.385 4.882 -0.547
C -0.857 -0.342 1.407 0.119
C -1.610 0.882 0.700 -0.638
C -3.101 0.542 0.186 -0.781
N -3.460 1.154 -1.128 0.018
C -4.388 0.133 -1.773 -0.359
C -5.026 0.638 -3.158 -1.119
C -4.367 2.345 -0.937 0.500
C -4.036 3.804 -1.539 -1.134
O -5.466 2.257 -0.301 -0.508
C 0.582 -0.851 0.979 -0.091
C 1.401 -0.125 -0.183 -0.322
C 1.845 -1.080 -1.401 -0.959
C 3.471 -1.098 -1.584 0.321
C 3.985 -0.177 -2.796 -1.056
N 5.449 0.196 -2.661 -0.245
C 5.654 1.206 -1.622 0.513
C 4.756 2.527 -1.421 -0.703
O 6.640 1.074 -0.820 -0.600
H 3.498 -1.175 2.917 0.289
H 4.550 -2.645 2.610 0.320
H 4.504 -1.354 1.308 0.202
H 2.687 -3.763 1.895 0.442
H 2.811 -2.908 0.279 0.113
H 0.894 -3.594 3.260 0.339
H -1.365 -2.912 4.131 0.470
H -2.475 1.401 3.714 0.366
H -2.778 -0.913 5.545 0.345
H -1.723 1.716 1.497 0.302
H -1.039 1.346 -0.172 0.219
H -3.829 0.836 1.037 0.407
H -3.207 -0.607 0.097 0.487
H -3.821 -0.852 -1.986 0.430
H -5.248 -0.173 -1.057 0.344
H -4.247 1.277 -3.694 0.293
H -5.194 -0.304 -3.810 0.358
H -6.055 1.130 -3.058 0.278
H -4.132 4.578 -0.684 0.339
H -3.029 3.860 -2.077 0.277
H -4.886 4.080 -2.276 0.322
H 2.382 0.255 0.306 0.337
H 0.896 0.798 -0.622 0.130
H 1.539 -2.181 -1.239 0.426
H 1.437 -0.760 -2.427 0.458
H 4.022 -0.754 -0.640 -0.277
H 3.825 -2.186 -1.776 0.324
H 3.936 -0.793 -3.776 0.340
H 3.363 0.766 -2.952 0.352
H 6.016 -0.645 -2.453 0.322
H 3.637 2.314 -1.522 0.169
H 5.113 3.387 -2.106 0.279
H 4.934 2.896 -0.345 0.262



2.
9
Properties=species:S:1:pos:R:3:mulliken_charge:R:1 method="wB97M-V/def2-TZVPD" e_homo_ev=-9.578 total_energy_ha=-192.692186
C -1.733 0.870 -0.151 0.150
C -2.817 0.255 0.101 -0.600
C -0.386 0.552 -0.074 0.330
C 0.854 0.996 0.081 -0.673
C -1.161 -0.742 0.010 -0.289
H 1.714 0.380 0.062 0.308
H 0.942 2.159 0.288 0.184
H -0.963 -1.066 1.006 0.294
H -1.065 -1.234 -0.930 0.297



3.
8
Properties=species:S:1:pos:R:3:mulliken_charge:R:1 method="wB97M-V/def2-TZVPD" e_homo_ev=-10.435 smiles="O=PO.C=O" total_energy_ha=-606.973284
C -0.525 -1.143 1.442 -0.073
O 0.317 2.761 -0.815 -0.435
O 0.017 -1.307 0.376 -0.389
O 0.416 0.762 -2.079 -0.446
P 1.068 1.502 -0.775 0.507
H -1.370 -0.478 1.769 0.235
H -0.214 -1.863 2.183 0.231
H 0.292 -0.234 -2.102 0.370